The following is a DFT calculation (ωB97M-V with the def2-TZVPD basis set) of C26H48Cl3N5O3PSiV as an isolated structure in a non-equilibrium geometry.

```
! RIJCOSX wB97M-V def2-TZVPD def2/J DEFGRID3
* xyz -1 4
C -2.1385 0.5999 -4.3539
C -0.9617 1.3481 -3.8203
H -2.6072 1.1597 -5.1698
H -2.8744 0.4433 -3.5537
H -1.8398 -0.3937 -4.7184
C -0.7291 2.6459 -4.0764
C -1.6239 3.5062 -4.9080
H 0.1707 3.1315 -3.7013
H -2.6964 3.3628 -4.6975
H -1.4589 3.3139 -5.9778
H -1.3818 4.5609 -4.7204
V -1.2061 -0.8037 0.3096
Cl -0.2045 -2.3117 -1.2192
Cl -2.7843 -0.5811 2.0807
H 0.6934 -3.3259 4.9385
H -0.0851 -5.4704 3.8920
C -0.0622 -2.7892 4.3474
C -0.7658 -4.9022 3.2478
N -0.2926 -3.5322 3.1112
H 0.2839 -1.7800 4.1255
C -0.3359 -2.9507 1.9123
O -0.1147 -1.7132 1.7250
H -0.7973 -5.3623 2.2561
H -0.5481 -3.6103 1.0593
H -0.9868 -2.7397 4.9420
H -1.7727 -4.9344 3.6902
H -2.6921 2.3360 -1.2091
H -0.7845 4.5717 -1.3910
C -2.6303 2.6764 -0.1658
C -0.9834 4.5173 -0.3093
N -1.2733 3.1481 0.1062
H -2.8661 1.8499 0.5123
C -0.3891 2.4033 0.7957
O -0.6017 1.2412 1.2051
H -0.1044 4.8986 0.2312
H 0.5743 2.9327 0.9873
H -3.3208 3.5123 -0.0175
H -1.8502 5.1547 -0.0982
O -0.9847 0.6706 -1.6389
C -0.1932 0.5962 -2.7170
C 1.3894 2.3416 -1.8011
C 1.2294 1.1337 -2.4646
H 0.4965 2.8171 -1.3923
C 2.6360 2.9737 -1.7848
H -0.0664 -0.4304 -3.1138
C 2.3353 0.4721 -3.0036
H 2.7244 3.9523 -1.3174
C 3.7276 2.3656 -2.4116
C 3.5807 1.1061 -2.9990
H 2.1770 -0.4956 -3.4817
H 4.6875 2.8839 -2.4526
H 4.4276 0.6204 -3.4929
Si -4.4051 -2.1577 -0.3738
Cl -3.0431 -0.6657 -1.1841
C -5.4534 -1.4165 0.9756
C -3.3985 -3.6368 0.0931
C -5.5665 -2.5840 -1.7663
H -5.2988 -0.3371 1.0988
H -5.2414 -1.9243 1.9238
H -6.5035 -1.6046 0.7154
H -6.2644 -1.7557 -1.9447
H -6.1608 -3.4616 -1.4639
H -5.0373 -2.8331 -2.6932
H -2.3205 -3.5099 -0.0914
H -3.7542 -4.4722 -0.5237
H -3.5647 -3.8788 1.1498
C 4.3214 1.1735 3.0141
N 3.2194 0.3015 3.4746
C 3.6958 -1.0988 3.5003
N 4.2184 -1.5557 2.1929
C 5.2952 -0.6483 1.7482
N 4.8453 0.7624 1.6911
C 3.8553 0.9721 0.6428
P 2.2888 -0.0409 0.8908
C 2.0118 0.4769 2.6810
C 3.1572 -1.6749 1.1996
H 5.1344 1.0970 3.7554
H 3.9572 2.2066 2.9413
H 2.8721 -1.7598 3.8048
H 4.5231 -1.1486 4.2280
H 5.6305 -0.9574 0.7501
H 6.1212 -0.7248 2.4752
H 3.5841 2.0354 0.6084
H 4.2792 0.7048 -0.3323
H 1.1792 -0.1121 3.0938
H 1.6940 1.5307 2.6820
H 3.5602 -1.9789 0.2228
H 2.4422 -2.4435 1.5231
*
```

## Properties
orbital gap (alpha / beta) = 5.63 / 6.71 eV
expectation value of S² = 3.7570
largest force on an atom = 3.50 eV/A
LUMO (alpha / beta) = 2.5 / 2.5 eV